[1]
ORCA calculation (the ωB97M-V functional and the def2-TZVPD basis) on 2 unconnected molecules or ions with the total composition C5H14 at a distorted geometry.

```
19
Properties=species:S:1:pos:R:3:lowdin_charge:R:1
C 0.03574 1.91146 2.68869 -0.16
C -1.25849 1.48481 2.00534 -0.17
H 0.01618 2.65194 3.48020 0.07
H 0.43345 0.96648 3.06923 0.06
H 0.76606 2.27623 1.95707 0.06
H -0.91975 0.88004 1.14352 0.03
H -1.88512 2.22975 1.51592 0.07
H -1.85290 0.80187 2.60938 0.07
C 0.13889 -1.28783 -0.99374 -0.10
C 0.37547 0.09049 -1.80652 0.06
C 0.66089 -2.31203 -1.99011 -0.02
H 0.79343 -1.18628 -0.11026 0.16
H -0.88973 -1.54740 -0.75068 0.14
H -0.15393 -0.04453 -2.74999 0.11
H 1.43117 0.14911 -2.09327 0.11
H -0.03410 -2.97676 -2.51243 0.11
H 1.26060 -1.92270 -2.80348 0.10
H 0.14272 0.97760 -1.21813 0.12
H 1.32620 -2.99011 -1.40163 0.17
```

Output
**Orbital gap (alpha / beta)**: 11.505 / 3.786 eV
**Charge**: +1
**Spin multiplicity**: 2
**Largest force on an atom**: 2.037 eV/A

---

[2]
ORCA calculation (the ωB97M-V functional and the def2-TZVPD basis) on 2 unconnected molecules or ions with the total composition C4H9NO4 at a distorted geometry.

```
18
Properties=species:S:1:pos:R:3:lowdin_charge:R:1
N -0.10917 -2.35125 0.64012 0.17
C 0.27971 -1.07548 0.64754 -0.50
O 0.74846 -0.49693 1.66750 -0.01
C 0.04658 -0.25972 -0.68595 -0.06
C -0.12367 1.27798 -0.44063 -0.14
O -0.05643 2.07659 -1.67607 -0.04
C 1.18727 2.29344 -2.21586 -0.34
O 1.35396 2.94063 -3.21194 0.09
H -0.08361 -2.82467 1.54663 0.13
H -0.43602 -2.85246 -0.18964 0.13
H -0.83362 -0.70896 -1.18484 0.12
H 0.92194 -0.41224 -1.34620 0.12
H 0.66965 1.54536 0.28365 0.12
H -1.09908 1.51696 0.02513 0.14
H 2.00820 1.77277 -1.68422 0.15
O -1.62338 -0.43641 2.63872 -0.09
H -0.73850 -0.74193 2.33557 -0.04
H -2.11228 -1.26368 2.85049 0.05
```

Output
**Orbital gap**: 11.020 eV
**Largest force on an atom**: 3.157 eV/A

---

[3]
ORCA calculation (the ωB97M-V functional and the def2-TZVPD basis) on a gas-phase ion, C7H16N2S (charge +2) at a distorted geometry.

```
26
Properties=species:S:1:pos:R:3:lowdin_charge:R:1
C 2.02401 -1.04308 0.67382 -0.09
C 0.65633 -0.88742 1.35853 -0.07
C -0.80928 0.86612 -0.07850 -0.12
C -0.63675 -1.56728 -0.80956 -0.26
C 1.54662 -0.35097 -0.58215 -0.29
C 0.09835 -0.43070 0.00170 -0.43
C -3.14558 1.35313 0.31312 -0.07
N -2.08236 0.36500 0.39616 -0.28
N 2.28927 0.85960 -0.76173 0.23
S -2.41964 -1.12234 -0.43360 1.05
H 2.91532 -0.75132 1.27216 0.15
H 1.98715 -2.09394 0.34330 0.14
H 0.26273 -1.86154 1.54258 0.11
H 0.59785 -0.16166 2.17032 0.14
H -0.33232 1.50949 0.62339 0.14
H -0.69838 1.23130 -1.08732 0.15
H -0.43645 -1.34482 -1.94217 0.14
H -0.44544 -2.66374 -0.53763 0.14
H 1.75902 -0.98652 -1.48782 0.18
H -3.49832 1.54643 -0.63757 0.08
H -4.06464 1.11076 0.92318 0.13
H -2.90523 2.41471 0.82875 0.17
H 2.94261 1.05918 0.13992 0.26
H 1.73005 1.61086 -0.98682 0.12
H 2.99133 0.61793 -1.54740 0.23
H -2.43968 -1.95533 0.65847 0.04
```

Output
**Orbital gap (alpha / beta)**: 6.404 / 7.745 eV
**Charge**: +2
**Spin multiplicity**: 3
**Largest force on an atom**: 8.375 eV/A

---

[4]
ORCA calculation (the ωB97M-V functional and the def2-TZVPD basis) on 7 unconnected molecules or ions with the total composition C3H22NO7 at a distorted geometry.

```
33
Properties=species:S:1:pos:R:3:lowdin_charge:R:1
C 0.16237 1.02429 0.60925 -0.09
C 1.41536 1.63080 -0.03986 -0.38
C 1.33555 3.10071 -0.32345 -0.03
O 2.56617 1.18459 0.73456 -0.06
N -0.30690 -0.17043 -0.15379 0.18
H 0.34197 0.66469 1.60783 0.12
H -0.61692 1.77717 0.69721 0.13
H 1.68272 1.11202 -0.97002 0.14
H 2.34184 3.52149 -0.37619 0.09
H 0.79373 3.73120 0.38301 0.09
H 0.89102 3.23548 -1.31033 0.10
H 3.13094 1.93401 0.95117 0.10
H -0.78093 -0.76537 0.52955 0.12
H 0.47538 -0.71791 -0.50769 0.11
H -0.93229 0.04785 -0.94007 0.09
H 2.65527 -2.51958 -1.50454 0.07
H 3.29236 -1.14600 -0.93534 0.03
O 2.54637 -1.68939 -1.04135 -0.01
H -0.63335 -2.07100 3.40504 0.05
H -0.08465 -2.88204 2.08118 0.00
O -0.79815 -2.51145 2.57364 -0.04
H -1.93026 -3.24233 -0.93770 0.05
H -2.55803 -2.46034 -2.01598 0.05
O -2.19361 -2.33905 -1.13020 -0.04
H -3.35576 -0.38535 0.50324 0.06
H -3.88774 1.03450 0.30656 0.06
O -3.08114 0.53887 0.46630 -0.04
H 2.28831 -0.78821 1.49887 0.05
H 1.59163 -2.04673 0.85642 0.03
O 1.49037 -1.32752 1.48168 -0.06
H -2.83117 0.56414 -2.86073 0.07
H -2.76502 1.26118 -1.53037 0.03
O -2.24541 0.69969 -2.10791 -0.05
```

Output
**Orbital gap**: 11.229 eV
**Charge**: +1
**Largest force on an atom**: 2.907 eV/A

---

[5]
ORCA calculation (the ωB97M-V functional and the def2-TZVPD basis) on C3HF6N in the gas phase at a distorted geometry.

```
11
Properties=species:S:1:pos:R:3:lowdin_charge:R:1
F -1.09011 -1.32197 1.27508 0.16
C -1.28586 -0.58698 0.17627 -0.52
F -2.10416 0.43393 0.57546 0.13
F -1.76837 -1.40887 -0.71144 0.20
C -0.06268 0.22753 -0.49141 -0.28
F -0.52579 0.87348 -1.56328 0.14
N 1.26215 -0.27048 -0.66881 0.26
C 1.11788 0.74427 0.26310 -0.55
F 1.29288 0.50929 1.52479 0.19
F 1.66346 1.93438 -0.00748 0.15
H 1.50060 -1.13458 -0.37228 0.10
```

Output
**Orbital gap**: 12.291 eV
**Largest force on an atom**: 3.789 eV/A

---

[6]
ORCA calculation (the ωB97M-V functional and the def2-TZVPD basis) on 2 unconnected molecules or ions with the total composition C26H33N3O5S2 at a distorted geometry.

```
69
Properties=species:S:1:pos:R:3:lowdin_charge:R:1
C 4.84955 -0.00926 4.99266 -0.11
C 3.67547 -0.79318 4.38102 -0.21
C 2.87020 0.06232 3.32363 -0.12
C 2.50749 -0.83276 2.17121 -0.07
C 3.40147 -1.11088 1.21194 -0.16
O 4.64492 -0.56278 1.26418 0.00
C 5.00077 0.15513 0.07683 -0.12
C 4.74337 1.67933 0.12492 -0.38
C 4.60234 2.14002 -1.34312 -0.05
O 3.51147 2.02175 0.76497 -0.03
C 3.02058 -2.06095 0.09795 -0.24
O 3.87295 -2.67826 -0.51526 0.12
C 1.55942 -2.17210 -0.24141 -0.10
C 1.19622 -2.59118 -1.49052 0.00
C -0.14973 -2.69232 -1.79038 -0.02
C -1.09371 -2.34094 -0.84678 -0.20
C -2.56734 -2.42091 -1.22289 -0.15
C -3.52793 -2.79678 -0.07629 -0.25
C -4.97804 -2.32426 -0.44323 -0.48
S -5.21673 -0.69331 0.33328 0.93
C -6.97213 -0.56484 0.46394 -1.05
S -8.00428 -1.54672 -0.31986 0.72
N -7.42593 0.48232 1.29733 -0.17
C -8.47039 0.29620 2.16261 -0.09
C -8.63744 1.51330 2.75355 -0.13
N -7.70518 2.39849 2.26277 0.05
C -6.97585 1.77162 1.39894 -0.18
C -0.70374 -1.92420 0.40794 0.04
C 0.62892 -1.84282 0.73027 -0.07
C 1.13639 -1.42761 2.09516 -0.25
O 0.43391 -1.61435 3.07148 0.12
H 5.66509 -0.66190 5.32581 0.07
H 5.30395 0.66151 4.24859 0.07
H 4.54429 0.63470 5.82822 0.07
H 3.01884 -1.19493 5.15800 0.11
H 4.11990 -1.61423 3.80631 0.10
H 1.99897 0.46225 3.85202 0.12
H 3.53217 0.87834 3.04289 0.09
H 4.54308 -0.23892 -0.83813 0.12
H 6.08386 0.01968 -0.04358 0.14
H 5.60996 2.16549 0.59597 0.14
H 3.67088 1.69289 -1.69385 0.06
H 5.43732 1.80138 -1.96562 0.09
H 4.45791 3.22300 -1.36889 0.08
H 3.76287 2.57633 1.50944 0.09
H 1.95364 -2.86893 -2.21747 0.13
H -0.41588 -3.05373 -2.78016 0.12
H -2.73220 -3.10901 -2.06123 0.12
H -2.88513 -1.43092 -1.59088 0.12
H -3.53137 -3.87321 0.12770 0.12
H -3.27806 -2.30750 0.86977 0.07
H -5.02294 -2.26034 -1.53228 0.08
H -5.68843 -3.03406 -0.01905 0.05
H -9.03267 -0.60441 2.34345 0.11
H -9.36127 1.83841 3.48641 0.10
H -6.16107 2.19524 0.82959 0.12
H -1.42261 -1.64600 1.17309 0.12
C -0.32456 2.14516 -5.59225 -0.08
N 0.98894 1.96446 -5.00287 0.01
C 1.52691 2.60523 -3.93133 -0.54
C 0.67999 3.64478 -3.23907 0.00
O 2.65699 2.33609 -3.55528 0.02
H -0.86415 1.19684 -5.55947 0.08
H -0.20969 2.44613 -6.63502 0.08
H -0.89856 2.89970 -5.06532 0.07
H 1.60823 1.28472 -5.41548 0.14
H 1.24266 4.06316 -2.40955 0.08
H 0.42710 4.45034 -3.92991 0.08
H -0.23203 3.19221 -2.84740 0.08
```

Output
**Orbital gap**: 8.411 eV
**Largest force on an atom**: 2.184 eV/A

---

[7]
ORCA calculation (the ωB97M-V functional and the def2-TZVPD basis) on a molecular structure, C11H17BMgN6 at a distorted geometry.

```
36
Properties=species:S:1:pos:R:3:lowdin_charge:R:1
C -1.41685 1.53171 -2.20965 -0.11
N -0.77579 1.00682 -1.12946 -0.06
N 0.52847 1.46615 -1.15845 -0.01
C 0.66111 2.36147 -2.15838 -0.01
C -0.54460 2.41567 -2.85342 -0.02
B 1.61268 0.98789 -0.15536 -0.46
N 0.94287 1.03719 1.23779 -0.03
N -0.30657 0.53141 1.53100 -0.02
C -0.46770 0.67570 2.86278 -0.12
C 0.60736 1.39328 3.39556 -0.02
C 1.47226 1.61558 2.33218 -0.03
Mg -2.14836 0.03657 0.16149 0.82
N 2.10778 -0.47471 -0.48317 0.02
N 1.26114 -1.49760 -0.26804 0.16
C 1.82803 -2.59557 -0.75679 -0.06
C 3.14217 -2.32442 -1.17764 0.12
C 3.27231 -0.94192 -0.96757 0.07
H 1.26956 -3.51733 -0.79463 0.13
H 4.11911 -0.23512 -1.08972 0.18
H 3.86769 -2.99871 -1.53508 0.13
H 2.55547 1.71486 -0.20425 0.13
H 2.41659 2.11696 2.25717 0.13
H 1.58996 2.88516 -2.28884 0.14
H 0.75257 1.70772 4.40888 0.11
H -0.76792 3.02165 -3.71807 0.12
H -1.32508 0.26903 3.40219 0.10
H -2.44113 1.22658 -2.47592 0.13
H -2.22278 -1.76829 1.48589 0.06
C -3.04757 -1.11322 1.77209 -0.01
H -2.87923 -0.83768 2.80532 0.07
H -3.34683 -0.16477 1.25404 0.04
H -3.94461 -1.73139 1.69003 0.10
C -2.08135 -1.73478 -1.10764 0.06
H -1.87311 -2.67721 -0.62023 0.05
H -1.34671 -1.62666 -1.89961 0.04
H -3.07092 -1.76204 -1.54454 0.06
```

Output
**Orbital gap (alpha / beta)**: 4.791 / 5.150 eV
**Charge**: +2
**Largest force on an atom**: 5.064 eV/A

---

[8]
ORCA calculation (the ωB97M-V functional and the def2-TZVPD basis) on 2 unconnected molecules or ions with the total composition C2HBrCl2S at a distorted geometry.

```
7
Properties=species:S:1:pos:R:3:lowdin_charge:R:1
C -1.13583 -0.57238 0.86214 -0.54
C 0.54007 -1.10385 -0.91620 -1.05
S 0.20554 0.34709 -1.66702 0.29
Cl -0.40687 0.25589 2.07227 0.60
Cl 1.79139 -1.09577 0.16073 0.55
Br 1.22879 2.28166 -1.13278 0.13
H -2.22309 -0.11264 0.62088 0.02
```

Output
**Orbital gap**: 7.547 eV
**Largest force on an atom**: 2.551 eV/A

---

[9]
ORCA calculation (the ωB97M-V functional and the def2-TZVPD basis) on C24H36N4O5S in the gas phase at a distorted geometry.

```
70
Properties=species:S:1:pos:R:3:lowdin_charge:R:1
C -0.06740 -0.44192 2.42954 -0.10
C -1.50363 -0.10386 2.81924 -0.24
C -2.34640 0.42083 1.65577 -0.18
C -1.87381 1.78107 1.14266 -0.20
N -2.40442 2.10136 -0.17361 -0.23
C -1.61656 3.14716 -0.79391 -0.09
C -3.82292 2.42411 -0.15590 -0.20
C -4.49028 2.25598 -1.52442 -0.16
C -4.59549 0.79868 -1.97136 -0.17
N -3.30418 0.16305 -2.02548 0.09
C -3.08357 -1.03945 -1.48515 -0.47
O -3.96163 -1.77695 -1.05738 0.03
C -1.64082 -1.44474 -1.40599 -0.03
C -1.39556 -2.64918 -0.82591 0.03
N -0.17496 -3.16343 -0.56932 -0.03
C -0.09784 -4.45868 0.08215 -0.18
C -0.02344 -4.31799 1.60053 -0.06
C 0.94115 -2.40601 -0.83638 -0.13
C 2.23501 -2.82282 -0.47960 0.01
C 3.32448 -2.02242 -0.73643 -0.04
C 3.15768 -0.80105 -1.37580 -0.25
S 4.57655 0.27291 -1.61274 0.67
O 5.75630 -0.52009 -1.43145 -0.28
O 4.39586 1.01433 -2.82193 -0.27
N 4.54798 1.37030 -0.36776 -0.23
C 4.85694 0.90890 0.96380 -0.15
C 3.57532 0.65549 1.76444 -0.18
O 2.74656 1.79768 1.76853 -0.13
C 2.37808 2.18082 0.45878 -0.18
C 3.61010 2.46753 -0.40741 -0.15
C 1.91054 -0.38664 -1.76595 0.01
C 0.78375 -1.16310 -1.48515 -0.04
C -0.53800 -0.61285 -1.83971 -0.30
O -0.63929 0.46041 -2.42657 0.05
H 0.41549 -1.00437 3.22636 0.07
H -0.05229 -1.04287 1.52211 0.06
H 0.51733 0.45765 2.25895 0.05
H -1.98617 -1.00556 3.20470 0.10
H -1.49401 0.63377 3.62453 0.11
H -2.30960 -0.29073 0.83093 0.09
H -3.38404 0.48428 1.98859 0.11
H -2.11703 2.56485 1.88375 0.13
H -0.78749 1.75253 1.03909 0.10
H -1.58047 4.06609 -0.18550 0.09
H -0.60152 2.78332 -0.94656 0.07
H -2.02853 3.39749 -1.76773 0.08
H -3.98856 3.45869 0.19817 0.12
H -4.31663 1.74956 0.54454 0.11
H -3.94331 2.81921 -2.28111 0.10
H -5.49893 2.66985 -1.46877 0.11
H -5.21100 0.21856 -1.27711 0.12
H -5.06984 0.76077 -2.96087 0.12
H -2.49623 0.72382 -2.28048 0.11
H -2.24984 -3.24647 -0.53315 0.15
H 0.76399 -5.00720 -0.30276 0.12
H -0.99569 -5.01867 -0.18775 0.13
H 0.01358 -5.30138 2.06074 0.08
H 0.85983 -3.75898 1.89917 0.07
H -0.90157 -3.79401 1.97002 0.08
H 2.39358 -3.76721 0.01366 0.11
H 4.32137 -2.32665 -0.45948 0.12
H 5.45495 0.00399 0.86495 0.12
H 5.44990 1.68171 1.46603 0.14
H 3.80624 0.45068 2.81109 0.13
H 3.02734 -0.19992 1.33829 0.11
H 1.77243 3.08188 0.57088 0.13
H 1.76901 1.38671 0.00151 0.10
H 3.33668 2.62444 -1.44990 0.12
H 4.11850 3.36177 -0.02869 0.14
H 1.77639 0.54293 -2.29834 0.13
```

Output
**Orbital gap**: 7.941 eV
**Largest force on an atom**: 1.088 eV/A